# 1
ORCA calculation (ωB97M-V/def2-TZVPD) on the molecule C3H4N2O2.

Positions of all 11 atoms, in Å:
H -1.0258 -2.3978 -0.9605
O 0.4882 1.0499 0.1361
C 1.8668 -0.4326 1.3180
H -0.7239 1.1761 -1.3827
N 3.0179 -1.1225 1.3704
C -0.8194 1.4220 -0.4238
O -1.0316 -1.4819 -0.7250
H -1.4161 0.6955 0.2782
C 0.7258 -0.2228 0.4023
H -1.1812 2.6096 -0.0036
N 0.0993 -1.2955 -0.0094

Calculated values
ΔE to the lowest compared entry with this formula, charge and spin   778.3 kJ/mol
2S+1   1
E_HOMO   -0.349 Ha
F_max   0.2527 Eh/bohr
SMILES   CO/C(C#N)=N\O
Energy   -10244.199 eV

=====

# 2
ORCA calculation (ωB97M-V/def2-TZVPD) on the molecule CH3N5O2.

Positions of all 11 atoms, in Å:
N -0.4898 1.1827 -1.0222
N -0.2297 -1.0992 -0.4185
H -0.8576 3.1386 -1.1708
N 1.3298 -0.7630 1.1205
H 0.2313 2.9312 0.1871
O 0.3205 -1.7174 0.7487
H -2.3201 -1.0407 -0.6346
N -0.1613 2.4502 -0.6198
N 1.1600 0.3876 0.4546
O -1.5507 -0.9194 0.2672
C 0.2542 0.1595 -0.5186

Calculated values
ΔE to the lowest compared entry with this formula, charge and spin   482.7 kJ/mol
2S+1   1
E_HOMO   -0.313 Ha
F_max   0.1321 Eh/bohr
SMILES   N/N=c1\nnon1O
Energy   -12622.016 eV

=====

# 3
ORCA calculation (ωB97M-V/def2-TZVPD) on the molecule C15H20N4O4.

Positions of all 43 atoms, in Å:
N -2.6296 -1.3850 -0.0772
H 3.4093 -1.3529 1.5071
C -6.4266 1.8760 0.1736
H 4.4862 -2.6449 -0.1496
H -2.7730 -2.3902 -0.0596
N -4.9147 -1.3799 0.1928
H -6.7600 2.0395 1.1979
H -3.4605 1.5389 -0.1621
H 6.8016 0.3413 0.4501
H 3.5309 0.8990 2.1778
O -0.4469 -1.8294 -0.2439
H 3.1462 0.6233 -1.7154
C -4.1107 0.7045 -0.0260
H 2.1948 -1.8320 0.3324
H 5.4738 2.0630 1.3157
O 0.8535 0.1758 2.0437
H 3.6841 -1.8370 -1.4819
C 4.1459 -1.6706 -0.5065
O -5.9397 -0.5009 0.2551
H 6.2121 -1.3829 -0.9650
C -1.3258 -1.0035 -0.1586
C 3.0759 -1.2015 0.4809
C 5.7430 0.0834 0.5322
O 0.6359 1.0471 -2.4168
H -7.3011 1.6465 -0.4310
N 2.4268 0.6768 -1.0161
C -1.0230 0.4939 -0.1322
C 3.5242 1.2419 1.1417
H 4.9430 1.8726 -0.3491
C 1.1257 0.8032 -1.3447
C 1.2119 0.3443 0.9071
H -1.4206 0.9742 -1.0302
H -1.4303 0.9416 0.7775
C -5.4691 0.7459 0.1253
H 5.2008 -0.0729 -1.5295
C 4.9543 1.3890 0.6305
H 3.0490 2.2265 1.1251
N 0.4035 0.6633 -0.1472
C 5.3629 -0.7536 -0.6895
H -5.9528 2.7811 -0.1933
C 2.6372 0.2702 0.3536
C -3.8097 -0.6843 0.0266
H 5.6208 -0.5000 1.4449

Calculated values
ΔE to the lowest compared entry with this formula, charge and spin   37.9 kJ/mol
2S+1   1
E_HOMO   -0.348 Ha
F_max   0.0279 Eh/bohr
SMILES   Cc1cc(NC(=O)CN2C(=O)NC3(CCCCCC3)C2=O)no1
Energy   -30031.091 eV

=====

# 4
ORCA calculation (ωB97M-V/def2-TZVPD) on a structure of composition C28H26BrF6LiN5O4S2.

Positions of all 73 atoms, in Å:
C 0.1961 1.0437 3.3798
F -2.0183 0.6235 -5.6113
C -3.0351 3.3735 1.2269
H -4.0118 -5.1329 -1.5365
H 4.9357 1.1981 1.0275
C -0.7084 -0.9287 1.6954
H 0.5056 1.8359 4.0562
C 2.9236 -1.4521 1.0899
N -2.9345 1.7625 -0.4972
H 4.7594 -2.1510 -1.3855
Li -0.1669 0.2159 -0.9492
O -0.8531 2.2144 -3.6863
C -0.4613 0.3332 1.1127
H -2.9976 5.4533 0.6559
H 2.5522 -2.4595 0.8938
C 2.9104 0.7718 0.2730
C 2.8533 -1.0659 -1.2460
H 4.7786 1.3583 -0.7298
H 0.0783 -2.6246 -2.7390
H -2.8732 2.4621 -2.4132
C -1.6485 -0.3827 -4.8242
H -0.5708 -2.2381 3.4026
F -1.9910 -1.5124 -5.4635
S 0.1962 1.6835 -2.8816
N 2.4051 -0.5759 0.0492
H 4.8680 -0.9678 1.9999
C -2.9055 2.7497 -1.3748
C -1.3975 -2.9526 -1.2230
H 4.8067 -0.5376 -2.1059
C -0.8242 -3.1578 -2.4923
F 2.3052 3.2828 -2.7527
O 0.2626 2.1071 -1.5216
C -0.4535 -1.2246 3.0356
C 1.8128 2.3648 -3.6070
H 4.9073 -2.4040 0.9655
Br -3.2362 3.7276 3.0734
N 0.3182 0.1219 -2.9628
N 4.9412 -0.5882 -0.0331
C -2.4214 -2.6973 1.2884
F 2.7574 1.4237 -3.7101
C -2.9014 4.0926 -1.0161
C -2.9879 2.0630 0.7859
C 4.4540 0.7779 0.1387
H 2.4683 -0.4046 -2.0161
H 0.1678 2.3063 1.6686
F -2.3866 -0.3326 -3.7130
H 2.4156 -2.0526 -1.4004
H -3.0369 -5.3524 -3.8005
C -1.3089 -1.9403 0.8317
O 0.6452 -1.7110 -4.6363
O 0.7482 0.6166 -5.3533
H -2.8507 4.8600 -1.7719
C -1.4166 -3.9946 -3.3987
H 2.4339 1.4434 -0.4408
C -3.1306 -4.5720 -1.8192
C -3.0669 -3.5379 0.4312
C 4.4725 -1.4068 1.0806
H -2.7735 -2.5517 2.2998
C -2.5832 -4.7002 -3.0671
C -2.5544 -3.7060 -0.8735
H 2.5142 -1.1183 2.0451
H -3.9586 -4.0786 0.7292
H -0.9759 -4.1056 -4.3795
H 2.5922 1.0789 1.2720
F 1.6930 2.9804 -4.7742
C -2.9764 4.4235 0.3241
N -0.8308 -2.0616 -0.3874
C 0.0141 -0.2376 3.8802
H -3.0016 1.2364 1.4795
C 4.3992 -1.1247 -1.2787
C -0.0125 1.2969 2.0297
H 0.2349 -0.4635 4.9167
S 0.2135 -0.3633 -4.4582

Calculated values
2S+1   1
Net charge   -1
E_HOMO   -0.162 Ha
F_max   0.0478 Eh/bohr
Energy   -153322.968 eV